{"formula": "C22H27ClF8O6SSb", "method": "the ωB97M-V functional and the def2-TZVPD basis", "lumo_energy_ev": 1.62, "multiplicity": 1, "total_charge": -1, "orbital_gap_ev": 7.9, "symbols": ["C", "C", "C", "O", "O", "C", "C", "C", "C", "C", "C", "Sb", "F", "C", "C", "C", "Cl", "O", "C", "O", "C", "C", "C", "C", "C", "C", "S", "O", "O", "C", "F", "F", "C", "F", "F", "C", "F", "F", "F", "H", "H", "H", "H", "H", "H", "H", "H", "H", "H", "H", "H", "H", "H", "H", "H", "H", "H", "H", "H", "H", "H", "H", "H", "H", "H", "H"], "xyz": [[0.451, 1.805, 4.442], [0.616, 3.140, 4.544], [-0.004, 4.026, 3.528], [-1.049, 3.755, 3.014], [0.694, 5.136, 3.194], [1.707, 4.862, 2.195], [1.155, 4.911, 0.772], [0.986, 3.486, 0.201], [0.725, 3.513, -1.305], [0.120, 2.214, -1.903], [0.214, 0.987, -0.984], [-0.425, -0.771, -2.114], [-1.004, -2.223, -3.312], [-0.307, -2.113, -0.420], [-1.562, -2.874, 0.017], [-1.207, -3.605, 1.343], [-1.994, -4.151, -1.150], [1.530, -1.141, -2.742], [2.407, -1.582, -1.881], [2.967, -0.943, -1.016], [2.793, -3.039, -2.056], [3.086, -3.756, -0.896], [3.409, -5.108, -0.950], [3.453, -5.729, -2.196], [3.192, -5.002, -3.353], [2.844, -3.657, -3.299], [-2.923, -0.198, -1.783], [-3.810, -1.350, -1.779], [-3.285, 0.623, -2.935], [-3.395, 0.972, -0.380], [-2.799, 2.166, -0.502], [-4.720, 1.227, -0.549], [-3.266, 0.510, 1.092], [-3.347, 1.634, 1.843], [-2.073, -0.031, 1.405], [-4.415, -0.419, 1.642], [-5.003, -1.158, 0.727], [-3.918, -1.187, 2.615], [-5.357, 0.343, 2.210], [1.322, 1.162, 4.523], [-0.518, 1.344, 4.295], [1.157, 3.593, 5.370], [2.099, 3.864, 2.405], [2.536, 5.551, 2.339], [1.788, 5.499, 0.109], [0.153, 5.334, 0.825], [1.924, 2.968, 0.412], [0.179, 3.024, 0.765], [1.683, 3.693, -1.794], [0.069, 4.365, -1.494], [-0.890, 2.357, -2.287], [0.732, 1.952, -2.771], [1.258, 0.923, -0.682], [-0.377, 1.160, -0.084], [-0.533, 0.223, -3.504], [0.078, -1.521, 0.411], [0.409, -2.922, -0.564], [-2.399, -2.230, 0.257], [-1.853, -4.474, 1.414], [-1.389, -2.928, 2.177], [-0.175, -3.942, 1.290], [3.051, -3.250, 0.058], [3.611, -5.626, -0.023], [3.709, -6.780, -2.232], [3.265, -5.518, -4.301], [2.629, -3.096, -4.196]], "forces_ev_per_angstrom": [[0.29, 0.22, 0.28], [-0.04, 0.14, 0.25], [-1.64, -0.36, 1.01], [-0.55, 0.09, -0.57], [0.69, 0.25, 0.09], [0.16, -0.17, -0.14], [-0.38, -0.83, 0.09], [0.40, 0.84, 0.06], [-0.31, -0.41, 0.35], [0.54, -0.34, -0.04], [-0.28, 0.83, -0.08], [1.48, 0.64, -0.16], [-0.04, 0.09, 0.26], [-0.57, -0.63, -0.25], [1.01, -0.28, 1.35], [-0.51, 0.21, -0.80], [-0.23, 0.23, -0.17], [-0.13, 0.02, 0.25], [0.74, -0.70, -0.50], [-0.23, 0.45, 0.35], [-0.16, 0.18, 0.33], [0.09, -0.30, -0.16], [-0.22, 0.64, -0.39], [0.10, 0.09, 0.43], [0.08, -0.24, -0.02], [0.09, -0.33, 0.37], [-1.57, -0.35, -2.42], [0.34, -0.31, 1.64], [0.88, 1.04, 0.39], [-1.03, 0.00, 0.32], [0.70, -0.26, -0.13], [-0.12, -0.26, 0.01], [-0.23, 0.71, 0.77], [0.01, 0.09, 0.08], [0.12, -0.36, -0.63], [-0.21, 0.57, 0.20], [0.24, -0.38, -0.08], [0.14, -0.36, -0.10], [-0.12, 0.07, -0.10], [-0.28, -0.27, 1.46], [0.14, 0.09, -1.63], [1.42, -0.04, -0.89], [0.13, -0.04, -0.05], [-0.20, 0.29, 0.23], [0.03, 0.18, 0.05], [0.10, 0.44, -0.12], [-0.13, -0.39, -0.02], [-0.03, -0.24, -0.05], [-0.01, 0.26, -0.08], [-0.01, 0.02, -0.25], [-0.11, 0.10, 0.14], [-0.13, 0.12, -0.23], [0.02, -0.61, 0.06], [-0.10, -0.30, 0.03], [-0.30, -0.38, 0.05], [-0.16, 0.23, 0.02], [0.32, 0.25, -0.52], [-0.37, -0.11, -0.67], [-0.05, -0.05, 0.35], [0.24, -0.04, 0.17], [0.09, -0.03, 0.25], [0.00, 0.14, 0.01], [0.04, -0.24, -0.07], [-0.02, -0.05, -0.23], [-0.07, 0.09, -0.11], [-0.12, 0.04, -0.03]], "lowdin_charge": [0.07, -0.07, -0.53, 0.14, -0.02, -0.16, -0.17, -0.22, -0.19, -0.29, -0.34, 1.41, -0.49, -0.32, -0.80, -0.13, 0.64, -0.21, -0.61, 0.07, -0.14, -0.04, -0.08, -0.10, -0.09, -0.01, 0.59, -0.39, -0.40, -0.50, 0.11, 0.09, -0.35, 0.13, 0.13, -0.55, 0.19, 0.16, 0.16, 0.07, 0.08, 0.11, 0.11, 0.12, 0.11, 0.12, 0.11, 0.10, 0.11, 0.11, 0.08, 0.08, 0.06, 0.03, 0.03, 0.07, 0.05, 0.05, 0.05, 0.07, 0.07, 0.11, 0.09, 0.09, 0.10, 0.12]}